# 1
The following is a DFT calculation (ωB97M-V with the def2-TZVPD basis set) of C44H31ClF3KN6O4S2 as an isolated structure in a non-equilibrium geometry.

Geometry as XYZ:
```
92
Properties=species:S:1:pos:R:3
K -0.2975 -0.0726 -0.6835
C 0.3331 1.8222 4.3256
C -0.5940 1.9406 5.3480
C -1.9388 1.7687 5.0627
C -2.3122 1.4950 3.7430
N -1.4134 1.4305 2.7620
C -0.1387 1.5743 3.0398
C -3.7049 1.2344 3.3400
C -4.8142 1.5051 4.1567
C -6.0692 1.1795 3.6726
C -6.1977 0.6098 2.4172
C -5.0356 0.3844 1.6604
N -3.8448 0.6975 2.1394
C -5.0322 -0.2158 0.3127
C -6.2074 -0.4864 -0.3881
C -6.1135 -1.0812 -1.6357
C -4.8627 -1.3831 -2.1398
C -3.7455 -1.0683 -1.3691
N -3.8311 -0.5022 -0.1866
H 1.3916 1.9285 4.5016
H -0.2732 2.1571 6.3607
H -2.6779 1.8319 5.8505
H 0.5362 1.5076 2.2017
H -4.7121 1.9552 5.1347
H -6.9538 1.3731 4.2694
H -7.1772 0.3474 2.0460
H -7.1766 -0.2316 0.0163
H -7.0140 -1.3034 -2.1954
H -4.7500 -1.8390 -3.1093
H -2.7502 -1.3134 -1.7043
Cl 1.3526 -7.2373 -4.1512
C 1.0115 -5.7242 -3.3522
C 1.9494 -4.6871 -3.4276
C 1.6821 -3.5014 -2.8172
C 0.4614 -3.2337 -2.0869
O 0.2340 -2.1115 -1.6120
C -0.4460 -4.3673 -1.9929
C -1.6597 -4.3146 -1.2303
O -2.0757 -3.4452 -0.4899
C -0.1533 -5.5670 -2.6551
H 2.8694 -4.8431 -3.9759
H 2.3927 -2.6876 -2.8707
H -2.2738 -5.2527 -1.3503
H -0.8668 -6.3813 -2.5998
F -2.6783 2.5171 -6.2449
C -1.8440 3.3097 -5.5747
F -0.6143 3.0755 -6.1214
F -2.1532 4.5655 -6.0310
C -1.8087 3.2434 -4.0879
C -1.2828 4.3502 -3.4414
C -1.0551 4.3038 -2.0764
C -1.3196 3.1026 -1.4267
N -1.8605 2.0608 -2.0064
C -2.1458 2.0825 -3.3221
S -2.9369 0.7482 -3.9709
H -1.0664 5.2508 -4.0061
H -0.6438 5.1452 -1.5428
H -1.0923 2.9813 -0.3771
C 7.8390 1.6955 -2.4867
C 6.4613 1.6390 -1.8832
C 5.5775 0.6066 -2.1741
C 4.3133 0.5725 -1.6057
C 3.9306 1.5741 -0.7345
C 4.8055 2.5977 -0.4236
C 6.0648 2.6285 -0.9914
S 2.2562 1.6223 -0.0204
O 2.2867 2.6852 0.9753
O 1.3859 1.8578 -1.1469
N 1.8631 0.2182 0.5775
C 2.4245 -0.3531 1.6452
C 3.6692 -0.0245 2.1813
C 4.2135 -0.7373 3.2416
C 3.5471 -1.7847 3.8306
C 2.2560 -2.1204 3.3805
C 1.4613 -3.1333 3.9588
C 0.2059 -3.3771 3.4698
C -0.2529 -2.6122 2.3846
N 0.4588 -1.6732 1.8276
C 1.6828 -1.4070 2.2895
H 7.9233 1.0378 -3.3507
H 8.5784 1.3821 -1.7470
H 8.0878 2.7143 -2.7896
H 5.8870 -0.1757 -2.8538
H 3.6181 -0.2216 -1.8278
H 4.4756 3.3553 0.2695
H 6.7581 3.4219 -0.7479
H 4.2274 0.7921 1.7479
H 5.1974 -0.4590 3.6006
H 3.9987 -2.3354 4.6477
H 1.8589 -3.7087 4.7880
H -0.4382 -4.1215 3.9191
H -1.2213 -2.7847 1.9412
```

Summary:
Charge: -2
LUMO in eV: 3.83
E in Eh: -4481.0768
ΔE to the lowest compared entry with this formula, charge and spin in kcal per mole: 48.6
Orbital gap in eV: 5.48
Strongest force on any atom in Eh/bohr: 0.0318

# 2
The following is a DFT calculation (ωB97M-V with the def2-TZVPD basis set) of C2H6NO2P in the gas phase in a non-equilibrium geometry.

Geometry as XYZ:
```
12
Properties=species:S:1:pos:R:3
C 1.6387 1.5522 0.2795
C -1.3147 -1.7716 -0.1155
N 0.0049 -0.6713 -0.1913
O 0.9006 -1.0870 0.9958
O 3.0539 -0.7394 -0.5752
P 1.7809 -0.1855 -0.0816
H 1.6705 1.7167 1.2834
H 2.5574 2.0543 -0.0076
H 0.5866 1.8633 -0.1958
H -1.5149 -1.8768 0.9230
H -1.9597 -1.1859 -0.7420
H -0.8777 -2.6394 -0.5866
```

Summary:
Charge: 0
Structure (SMILES): CN1O[P@@]1(C)=O
LUMO in eV: 0.50
E in Eh: -626.2731
ΔE to the lowest compared entry with this formula, charge and spin in kcal per mole: 92.4
Orbital gap in eV: 8.88
Strongest force on any atom in Eh/bohr: 0.1053

# 3
The following is a DFT calculation (ωB97M-V with the def2-TZVPD basis set) of a 2-piece molecular cluster, C2H7IP2 overall in a non-equilibrium geometry.

Geometry as XYZ:
```
12
Properties=species:S:1:pos:R:3
C 0.9375 -1.7113 0.3129
C 0.4714 -0.7344 -0.7416
P -1.8036 3.4500 -0.0294
P -0.7278 0.4870 -0.5692
I -2.7168 -0.6530 0.2486
H 1.9973 -1.5817 0.5447
H 0.8662 -2.7328 0.2291
H 0.4570 -1.4326 1.1880
H 1.1023 -0.4698 -1.6956
H -0.6889 3.8218 -0.7409
H -2.4897 3.0313 -1.2900
H -1.3697 0.6324 -1.8513
```

Summary:
Charge: 0
LUMO (alpha / beta) in eV: -0.82 / -1.02
E in Eh: -1060.6614
ΔE to the lowest compared entry with this formula, charge and spin in kcal per mole: 75.8
Orbital gap (alpha / beta) in eV: 7.33 / 6.86
Strongest force on any atom in Eh/bohr: 0.0667

# 4
The following is a DFT calculation (ωB97M-V with the def2-TZVPD basis set) of a 2-piece molecular cluster, C13H23O5PSSi overall.

Geometry as XYZ:
```
44
Properties=species:S:1:pos:R:3
C 0.9615 -3.1913 -0.4791
C 1.0730 -1.7119 -0.7885
O -0.0625 -1.3343 -1.5889
P -0.4242 0.1997 -1.7838
O -0.5780 0.9561 -0.5261
C 0.7592 0.8989 -2.9443
C 2.1777 1.2308 -2.4532
C 2.2565 2.0020 -1.1290
Si 3.9733 2.6273 -0.7451
S 3.8684 4.1946 0.7228
O -1.7349 0.0605 -2.6598
C -2.9800 0.6098 -2.1748
C -3.6054 -0.2880 -1.1314
H 0.4040 -3.3634 0.4404
H 1.9494 -3.6392 -0.3733
H 0.4365 -3.6943 -1.2898
H 1.9872 -1.4985 -1.3474
H 1.0595 -1.1169 0.1291
H 0.8243 0.1742 -3.7620
H 0.2789 1.7847 -3.3665
H 2.7788 0.3202 -2.4007
H 2.6436 1.8358 -3.2367
H 1.9271 1.3680 -0.3031
H 1.5595 2.8452 -1.1553
H 4.6341 3.1709 -1.9505
H 4.7933 1.5319 -0.1798
H 2.6100 3.9247 1.0921
H -3.6101 0.6884 -3.0593
H -2.8146 1.6181 -1.7896
H -2.8897 -0.4966 -0.3354
H -4.4764 0.2050 -0.6952
H -3.9003 -1.2415 -1.5703
C -0.8993 0.4767 3.5695
C -1.2297 -0.0589 2.3960
C -1.6778 -1.4726 2.3098
O -1.9684 -1.9835 1.2477
C -1.7520 -2.2562 3.5708
C -1.4232 -1.7136 4.7392
C -0.9698 -0.3011 4.8305
O -0.6705 0.1901 5.8977
H -0.5638 1.5019 3.6652
H -1.1753 0.4891 1.4607
H -2.0844 -3.2822 3.4749
H -1.4657 -2.2605 5.6727
```

Summary:
Charge: 0
Structure (SMILES): CCOP(=O)(CCC[SiH2]S)OCC.O=C1C=CC(=O)C=C1
LUMO in eV: -1.34
E in Eh: -1914.4666
Orbital gap in eV: 8.16
Strongest force on any atom in Eh/bohr: 0.0067

# 5
The following is a DFT calculation (ωB97M-V with the def2-TZVPD basis set) of C2H2CaFLi2O as an isolated structure in a non-equilibrium geometry.

Geometry as XYZ:
```
9
Properties=species:S:1:pos:R:3
C 0.4548 -0.4672 1.0370
C -0.5477 -1.2466 0.6024
O 0.8053 0.6309 0.2421
H 1.0649 -0.5537 1.9489
F -1.0755 0.7468 -3.6220
H -0.7497 -2.0788 1.2911
Li -0.5496 0.0460 -2.1518
Ca 2.1907 2.0581 0.4302
Li -1.5932 0.8645 0.2221
```

Summary:
Charge: +1
LUMO in eV: -6.39
E in Eh: -944.9160
ΔE to the lowest compared entry with this formula, charge and spin in kcal per mole: 0.0
Orbital gap in eV: 4.90
Strongest force on any atom in Eh/bohr: 0.0402

# 6
The following is a DFT calculation (ωB97M-V with the def2-TZVPD basis set) of a 8-piece molecular cluster, C38H77FINO16P2S overall in a non-equilibrium geometry.

Geometry as XYZ:
```
137
Properties=species:S:1:pos:R:3
C 6.7552 -0.0990 1.9150
O 7.1188 -1.4612 2.0214
C 7.6614 -1.9863 0.8285
C 6.6407 -2.0487 -0.3446
C 5.3060 -2.5058 0.2322
C 4.1282 -2.6982 -0.7964
S 4.7342 -3.0077 -2.4806
O 3.0128 -1.8857 -0.5929
C 2.8829 -0.5524 -1.1016
C 4.2304 0.1643 -1.2050
C 4.2565 1.6411 -1.5114
O 4.0164 2.5121 -0.8157
I 4.9729 2.1671 -3.5250
C 2.1322 -0.6824 -2.4870
C 1.5131 0.6074 -3.0368
C 1.0710 0.3089 -4.4739
F 0.8901 1.4861 -5.1657
O 1.4137 -1.8618 -2.6711
C 0.1859 -2.1653 -2.0469
N 0.3046 -2.8126 -0.7417
C -0.9215 -1.0727 -1.9696
C -2.2102 -1.6025 -1.3000
C -2.3839 -1.1477 0.1543
C -2.3030 -2.2607 1.2206
O -2.7513 -3.5366 0.7638
P 1.7700 0.1496 0.2589
C 1.2412 1.8818 -0.0747
O 2.8712 0.2026 1.5202
P 3.4242 -4.4016 -0.3399
O 2.5073 -4.8301 -1.3756
O 4.6404 -5.4524 -0.3107
O 2.6727 -4.3162 1.0812
H 5.6692 0.0412 1.8502
H 7.1889 0.4137 1.0549
H 7.0682 0.3971 2.8278
H 8.5400 -1.4004 0.5519
H 7.9423 -3.0154 1.0394
H 7.0655 -2.7410 -1.0664
H 6.6336 -1.0512 -0.7765
H 5.4996 -3.4202 0.7916
H 4.9096 -1.7918 0.9473
H 3.6202 -3.3466 -3.1611
H 4.9156 -0.3048 -1.9020
H 4.7127 0.0649 -0.2316
H 2.9935 -0.7939 -3.1540
H 2.2064 1.4400 -3.1219
H 0.6250 0.9584 -2.5189
H 1.9036 -0.2050 -4.9582
H 0.1974 -0.3297 -4.5125
H -0.2668 -2.9512 -2.6516
H -0.3299 -3.5896 -0.6686
H 0.1871 -2.1404 0.0041
H -0.5432 -0.2505 -1.3670
H -1.1719 -0.7758 -2.9870
H -3.0745 -1.2409 -1.8510
H -2.2102 -2.6822 -1.4206
H -1.5996 -0.4310 0.4065
H -3.3129 -0.6078 0.3052
H -1.3154 -2.3223 1.6771
H -2.9699 -1.9664 2.0357
H -2.0276 -4.1479 0.9337
H 1.5895 2.3605 -0.9815
H 0.1544 1.9040 -0.0596
H 1.5539 2.5062 0.7631
H 2.4493 0.5762 2.3055
H 4.2891 -6.3300 -0.0971
H 2.7842 -3.4060 1.4062
C -7.8995 0.1431 -1.3905
C -6.6321 -0.3635 -0.7461
O -5.6049 0.2776 -0.7816
C -6.7005 -1.6964 -0.0506
H -7.7094 1.1110 -1.8510
H -8.2314 -0.5552 -2.1601
H -8.6806 0.2567 -0.6369
H -6.9839 -2.4764 -0.7587
H -7.4291 -1.6544 0.7612
H -5.7246 -1.9400 0.3670
C -5.7179 3.9004 2.8195
C -5.6785 2.4026 2.9807
O -6.3129 1.8389 3.8472
C -4.8158 1.6315 2.0121
H -6.3730 4.3296 3.5725
H -4.7147 4.3130 2.9463
H -6.1007 4.1587 1.8364
H -3.7749 1.9483 2.1024
H -5.1664 1.7940 0.9933
H -4.8806 0.5682 2.2389
C -8.6035 -1.6523 4.6127
C -9.4092 -1.7326 3.3405
O -9.1500 -2.5403 2.4765
C -10.5527 -0.7584 3.1909
H -7.8172 -2.4039 4.5896
H -8.1458 -0.6650 4.7029
H -9.2465 -1.8398 5.4744
H -10.1760 0.2654 3.2234
H -11.2781 -0.9080 3.9921
H -11.0454 -0.9237 2.2346
C -9.7632 5.8758 0.6160
C -8.3547 6.3465 0.8852
O -7.6518 5.7991 1.7041
C -7.8620 7.5294 0.0880
H -9.9870 5.0234 1.2541
H -10.4724 6.6758 0.8340
H -9.8625 5.5720 -0.4274
H -8.4906 8.3995 0.2837
H -7.8807 7.2957 -0.9777
H -6.8398 7.7609 0.3798
C 9.0336 3.4841 4.8016
C 8.2186 3.3725 3.5359
O 8.5194 2.5984 2.6571
C 7.0103 4.2702 3.4156
H 9.8674 2.7869 4.7565
H 9.4256 4.4972 4.9053
H 8.4153 3.2398 5.6669
H 7.3163 5.3165 3.4604
H 6.3065 4.0590 4.2224
H 6.5184 4.0879 2.4620
C 0.7873 3.6739 -9.9270
C 1.5799 4.3664 -8.8432
O 1.9268 5.5193 -8.9552
C 1.9168 3.5535 -7.6173
H 0.6145 4.3678 -10.7470
H 1.3425 2.8132 -10.3036
H -0.1757 3.3451 -9.5331
H 2.5199 2.6881 -7.8970
H 1.0022 3.2197 -7.1259
H 2.4850 4.1681 -6.9219
C 4.9690 -5.5935 2.9922
C 5.7045 -6.4467 3.9973
O 6.0183 -6.0190 5.0830
C 6.0309 -7.8626 3.5831
H 4.7986 -4.6049 3.4151
H 5.5645 -5.4897 2.0842
H 4.0045 -6.0432 2.7527
H 6.6700 -7.8550 2.6983
H 5.1118 -8.4103 3.3675
H 6.5570 -8.3633 4.3930
```

Summary:
Charge: 0
Structure (SMILES): COCCC[C@](S)(O[C@@](CC(=O)I)([C@H](CCF)O[C@@H](N)CCCCO)P(C)O)P(=O)(O)O.CC(C)=O.CC(C)=O.CC(C)=O.CC(C)=O.CC(C)=O.CC(C)=O.CC(C)=O
LUMO in eV: 0.12
E in Eh: -4231.1364
Orbital gap in eV: 8.77
Strongest force on any atom in Eh/bohr: 0.0780

# 7
The following is a DFT calculation (ωB97M-V with the def2-TZVPD basis set) of a 2-piece molecular cluster, CHBrO overall in a non-equilibrium geometry.

Geometry as XYZ:
```
4
Properties=species:S:1:pos:R:3
C -1.0781 0.0383 -0.3142
O -1.7095 -0.6743 0.2682
Br 2.1568 0.4821 0.1110
H 0.6308 0.1539 -0.0650
```

Summary:
Charge: 0
LUMO in eV: -0.26
E in Eh: -2687.9337
ΔE to the lowest compared entry with this formula, charge and spin in kcal per mole: 8.2
Orbital gap in eV: 10.40
Strongest force on any atom in Eh/bohr: 0.0534

# 8
The following is a DFT calculation (ωB97M-V with the def2-TZVPD basis set) of C4H5NO2 in the gas phase.

Geometry as XYZ:
```
12
Properties=species:S:1:pos:R:3
O -0.9741 0.2527 2.2364
C -0.5485 1.1957 1.6225
C -0.0985 1.1108 0.1640
O 0.4670 2.0561 -0.3423
N -0.4480 -0.0490 -0.4829
C 0.4043 -0.6523 -1.4711
C 0.0899 -1.3552 -0.1904
H -0.4261 2.2041 2.0620
H 1.3819 -0.1995 -1.5899
H -0.0918 -0.9714 -2.3818
H -0.6272 -2.1670 -0.1846
H 0.8712 -1.4251 0.5579
```

Summary:
Charge: 0
Structure (SMILES): O=CC(=O)N1CC1
LUMO in eV: -0.25
E in Eh: -360.5993
ΔE to the lowest compared entry with this formula, charge and spin in kcal per mole: 44.0
Orbital gap in eV: 9.74
Strongest force on any atom in Eh/bohr: 0.0092